Density functional theory data (ωB97M-V with the def2-TZVPD basis set) for C17H44AsClCsN2O4Si3 as an isolated structure at a distorted geometry.

As for the LUMO energy: 2.26 eV. Its frontier orbital gap is 7.570 eV. The calculation puts the HOMO energy at -5.31 eV.

```
! RIJCOSX wB97M-V def2-TZVPD def2/J DEFGRID3
* xyz -1 1
Cs -0.63 -0.98 -0.16
Cl -1.87 -2.97 -3.51
C -0.71 -4.04 -2.73
C -0.03 -3.21 -1.61
O -0.25 -3.56 -0.45
O 0.63 -2.22 -1.98
H 0.01 -4.35 -3.49
H -1.25 -4.88 -2.31
C -3.37 2.15 0.50
C -2.28 1.10 0.75
O -1.12 1.35 0.36
O -2.61 0.03 1.29
H -2.93 3.13 0.40
H -4.10 2.13 1.31
H -3.87 1.88 -0.43
C 2.14 0.00 6.08
Si 1.81 0.00 4.17
C 2.80 -1.53 3.56
C 2.75 1.54 3.51
As -0.25 -0.02 2.98
Si -1.24 1.86 3.95
C -0.87 3.44 2.92
C -0.62 2.35 5.71
C -3.13 1.66 4.19
Si -1.38 -1.75 4.12
C -3.29 -1.82 3.90
C -1.11 -1.88 6.03
C -0.70 -3.37 3.37
H 3.20 -0.02 6.29
H 1.69 -0.87 6.56
H 1.73 0.88 6.56
H 3.87 -1.43 3.70
H 2.60 -1.68 2.50
H 2.49 -2.43 4.09
H 3.79 1.59 3.81
H 2.26 2.46 3.85
H 2.71 1.54 2.42
H 0.19 3.67 2.97
H -1.42 4.31 3.26
H -1.11 3.25 1.89
H 0.42 2.66 5.68
H -0.70 1.51 6.40
H -1.20 3.17 6.12
H -3.52 1.01 3.42
H -3.67 2.60 4.15
H -3.35 1.19 5.15
H -3.81 -1.31 4.71
H -3.65 -2.84 3.86
H -3.55 -1.33 2.97
H -1.26 -0.92 6.52
H -0.10 -2.20 6.25
H -1.79 -2.59 6.49
H -0.85 -3.38 2.30
H -1.16 -4.27 3.78
H 0.37 -3.44 3.55
C 3.55 0.22 -3.02
C 4.21 1.27 -2.12
C 4.17 2.63 -2.84
C 5.67 0.89 -1.86
N 3.52 1.48 -0.84
N 3.33 0.35 0.00
H 4.08 0.16 -3.97
H 2.51 0.48 -3.21
H 3.57 -0.77 -2.57
H 4.74 2.59 -3.76
H 4.60 3.40 -2.19
H 3.15 2.91 -3.07
H 6.23 0.94 -2.78
H 5.75 -0.12 -1.46
H 6.11 1.58 -1.14
H 2.60 1.86 -1.01
H 4.23 0.07 0.38
H 2.91 -0.44 -0.50
*
```



Density functional theory data (ωB97M-V with the def2-TZVPD basis set) for C18H20BrF3N6NiO4S as an isolated structure at a distorted geometry.

As for the LUMO energy (spin up / spin down): -0.06 / -0.07 eV. Its frontier orbital gap (spin up / spin down) is 7.257 / 7.251 eV. The calculation puts the HOMO energy (spin up / spin down) at -7.32 / -7.32 eV.

```
! RIJCOSX wB97M-V def2-TZVPD def2/J DEFGRID3
* xyz 0 1
Ni -0.13 -0.20 -1.78
Br -2.90 0.59 -4.13
C -1.89 -1.00 -4.28
C -2.34 -2.02 -5.10
C -1.55 -3.14 -5.24
C -0.33 -3.20 -4.59
C 0.03 -2.14 -3.77
N -0.76 -1.07 -3.60
C 1.36 -2.11 -3.03
O 2.15 -3.01 -3.25
O 1.52 -1.10 -2.26
H -3.29 -1.92 -5.62
H -1.88 -3.96 -5.87
H 0.36 -4.02 -4.68
N 0.41 1.84 -1.52
C -0.23 2.17 -0.24
C -0.30 3.68 0.09
C 0.57 4.11 1.30
C -0.11 3.90 2.66
N -0.52 2.52 2.87
C 0.27 1.56 3.31
N 1.50 1.80 3.79
N -0.21 0.31 3.36
C -1.60 1.44 -0.19
O -2.37 1.69 0.76
O -1.84 0.61 -1.11
H 1.41 1.94 -1.47
H 0.04 2.41 -2.27
H 0.38 1.66 0.51
H -1.34 3.97 0.25
H 0.06 4.23 -0.78
H 0.81 5.17 1.21
H 1.51 3.55 1.28
H -1.02 4.50 2.70
H 0.54 4.22 3.48
H -1.32 2.21 2.26
H 1.95 2.66 3.54
H 2.12 1.01 3.91
H -1.09 0.13 2.91
H 0.41 -0.46 3.56
F 3.46 -2.67 2.26
C 2.24 -2.56 2.78
F 2.04 -3.65 3.56
F 2.26 -1.51 3.66
C 1.14 -2.42 1.77
C 0.20 -3.43 1.69
C -0.88 -3.30 0.83
C -0.96 -2.16 0.07
N -0.04 -1.19 0.08
C 1.05 -1.28 0.91
S 2.23 -0.06 0.89
H 0.31 -4.31 2.31
H -1.65 -4.06 0.77
H -1.81 -1.98 -0.58
*
```



Density functional theory data (ωB97M-V with the def2-TZVPD basis set) for C26H18N3O8PS4SbTc as an isolated structure.

As for the LUMO energy (spin up / spin down): -8.49 / -8.25 eV. Its frontier orbital gap (spin up / spin down) is 5.570 / 5.807 eV. The calculation puts the HOMO energy (spin up / spin down) at -14.06 / -14.06 eV.

```
! RIJCOSX wB97M-V def2-TZVPD def2/J DEFGRID3
* xyz 2 1
Tc -0.30 0.32 -0.42
O 2.38 0.28 2.61
C 2.12 0.25 1.45
O 0.93 0.69 0.97
C 3.05 -0.17 0.38
C 4.39 -0.40 0.63
C 5.27 -0.67 -0.42
C 4.91 -0.59 -1.74
C 3.57 -0.30 -1.98
C 2.60 -0.24 -0.95
O 1.38 -0.31 -1.34
N 3.06 0.05 -3.25
O 2.35 1.18 -3.20
O 3.26 -0.51 -4.27
N 6.69 -0.96 -0.10
O 7.43 -1.13 -1.04
O 6.98 -1.04 1.07
H 4.77 -0.38 1.65
H 5.64 -0.68 -2.53
O -1.90 2.70 -0.11
N -1.62 1.58 0.65
C -2.00 1.61 1.87
C -1.89 0.58 2.90
C -2.33 1.00 4.16
C -2.38 0.11 5.23
C -2.03 -1.21 5.03
C -1.61 -1.64 3.78
C -1.50 -0.75 2.72
P -1.01 -1.45 1.13
C -2.34 -2.59 0.74
C -3.63 -2.05 0.66
C -4.70 -2.87 0.39
C -4.50 -4.23 0.19
C -3.23 -4.77 0.28
C -2.14 -3.95 0.54
C 0.52 -2.40 1.33
C 1.02 -3.04 0.19
C 2.19 -3.78 0.26
C 2.88 -3.87 1.47
C 2.40 -3.21 2.60
C 1.22 -2.48 2.53
H -2.33 3.38 0.43
H -2.48 2.52 2.21
H -2.64 2.02 4.31
H -2.71 0.46 6.20
H -2.09 -1.92 5.85
H -1.37 -2.69 3.63
H -3.79 -0.99 0.82
H -5.70 -2.46 0.34
H -5.35 -4.88 -0.01
H -3.08 -5.83 0.14
H -1.15 -4.39 0.63
H 0.49 -2.97 -0.75
H 2.56 -4.29 -0.61
H 3.79 -4.44 1.53
H 2.94 -3.27 3.53
H 0.88 -1.95 3.41
S -2.60 0.81 -4.89
Sb -1.54 -1.02 -4.34
S -0.30 1.89 -2.18
S -1.51 -0.99 -1.72
S 0.64 1.24 -3.79
*
```



Density functional theory data (ωB97M-V with the def2-TZVPD basis set) for C22H48N2O6S2V as an isolated structure at a distorted geometry.

As for the LUMO energy: -0.17 eV. Its frontier orbital gap is 3.215 eV. The calculation puts the HOMO energy at -3.38 eV.

```
! RIJCOSX wB97M-V def2-TZVPD def2/J DEFGRID3
* xyz -1 1
O 0.09 1.93 0.54
V 0.55 0.42 0.11
O 2.11 0.49 -0.22
C 1.50 1.09 4.57
C 0.48 0.14 5.34
C -0.11 1.16 6.35
C -1.42 0.63 6.96
C -2.35 0.25 5.89
C -1.92 -0.78 4.84
N -0.55 -0.52 4.44
O 0.17 -1.53 3.62
C -2.89 -0.54 3.57
C -2.18 -2.20 5.41
C 1.31 -0.79 6.33
H 0.95 1.83 3.99
H 2.15 0.45 3.97
H 2.17 1.73 5.15
H -0.21 2.22 6.13
H 0.45 1.28 7.28
H -1.78 1.43 7.61
H -1.11 -0.21 7.58
H -2.74 1.15 5.41
H -3.19 -0.29 6.31
H -2.59 -1.08 2.67
H -2.90 0.48 3.20
H -3.89 -0.89 3.83
H -3.21 -2.39 5.72
H -1.51 -2.40 6.24
H -1.95 -2.98 4.68
H 2.08 -1.28 5.73
H 0.55 -1.51 6.61
H 1.81 -0.40 7.22
C -2.50 -3.67 -4.28
C -0.99 -3.09 -4.26
C -0.09 -3.77 -5.41
C 0.00 -2.93 -6.68
C 0.12 -1.48 -6.34
C -0.96 -0.80 -5.45
N -0.94 -1.64 -4.25
O -1.66 -0.91 -3.20
C -2.33 -0.66 -6.21
C -0.57 0.70 -5.24
C -0.52 -3.60 -2.90
H -3.09 -3.69 -3.37
H -2.44 -4.68 -4.69
H -3.14 -3.28 -5.07
H -0.31 -4.79 -5.72
H 0.95 -3.94 -5.10
H -1.02 -2.96 -7.07
H 0.79 -3.23 -7.37
H 0.23 -0.91 -7.27
H 1.02 -1.15 -5.82
H -2.61 -1.69 -6.44
H -2.25 -0.08 -7.13
H -3.18 -0.24 -5.68
H -0.17 1.32 -6.04
H 0.36 0.79 -4.68
H -1.25 1.31 -4.66
H 0.40 -3.19 -2.48
H -0.38 -4.68 -2.97
H -1.36 -3.51 -2.20
C -1.19 6.92 2.87
S -3.02 7.12 3.03
O -3.30 7.86 1.71
C -3.35 5.38 2.81
H -1.07 6.38 1.93
H -0.51 6.49 3.61
H -0.78 7.90 2.64
H -2.63 4.78 3.37
H -3.10 5.27 1.75
H -4.34 4.95 3.02
C 6.66 0.21 -4.90
S 8.04 0.46 -3.79
O 7.81 1.95 -3.51
C 7.51 -0.53 -2.38
H 6.78 0.89 -5.74
H 5.84 0.69 -4.36
H 6.38 -0.80 -5.21
H 8.06 -0.30 -1.46
H 7.78 -1.59 -2.33
H 6.46 -0.44 -2.12
*
```



Density functional theory data (ωB97M-V with the def2-TZVPD basis set) for the molecule C24H25FN4O4S at a distorted geometry.

As for the LUMO energy: 0.39 eV. Its frontier orbital gap is 9.114 eV. The SMILES is O=C(CN(C(=O)CSc1nnc(COc2ccccc2)o1)c1ccc(F)cc1)NC1CCCC1. The calculation puts the HOMO energy at -8.72 eV.

```
! RIJCOSX wB97M-V def2-TZVPD def2/J DEFGRID3
* xyz 0 1
O -0.29 2.93 -1.98
C 0.16 1.84 -1.73
C 0.54 1.43 -0.29
N -0.57 0.71 0.32
C -0.71 -0.60 0.06
O 0.00 -1.20 -0.73
C -1.77 -1.38 0.82
S -1.87 -1.04 2.62
C -0.20 -0.85 2.98
N 0.30 -0.24 4.01
N 1.64 -0.29 3.87
C 1.90 -0.92 2.77
C 3.25 -1.16 2.19
O 3.32 -0.79 0.83
C 2.92 -1.67 -0.15
C 2.35 -2.91 0.07
C 2.00 -3.70 -1.01
C 2.22 -3.27 -2.30
C 2.80 -2.03 -2.52
C 3.14 -1.23 -1.45
O 0.76 -1.32 2.15
C -1.55 1.51 0.97
C -2.83 1.61 0.42
C -3.79 2.39 1.03
C -3.45 3.08 2.19
F -4.38 3.84 2.79
C -2.18 3.01 2.74
C -1.23 2.22 2.12
N 0.38 0.86 -2.62
C -0.03 0.96 -4.01
C 1.15 0.61 -4.94
C 0.79 -0.73 -5.61
C -0.31 -1.32 -4.74
C -1.11 -0.09 -4.32
H 0.74 2.33 0.29
H 1.42 0.77 -0.30
H -1.55 -2.44 0.68
H -2.77 -1.17 0.45
H 3.95 -0.53 2.72
H 3.54 -2.21 2.33
H 2.14 -3.27 1.07
H 1.54 -4.66 -0.83
H 1.94 -3.89 -3.14
H 2.98 -1.68 -3.52
H 3.59 -0.26 -1.60
H -3.06 1.09 -0.49
H -4.78 2.49 0.62
H -1.95 3.56 3.63
H -0.24 2.15 2.54
H 0.65 -0.05 -2.29
H -0.39 1.98 -4.15
H 2.06 0.52 -4.35
H 1.31 1.39 -5.68
H 0.40 -0.55 -6.62
H 1.65 -1.39 -5.71
H 0.12 -1.80 -3.85
H -0.91 -2.06 -5.26
H -1.72 0.25 -5.16
H -1.75 -0.27 -3.46
*
```



Density functional theory data (ωB97M-V with the def2-TZVPD basis set) for the molecule C6H11N at a distorted geometry.

As for the LUMO energy (spin up / spin down): 0.87 / 0.87 eV. Its frontier orbital gap (spin up / spin down) is 7.832 / 7.832 eV. The calculation puts the HOMO energy (spin up / spin down) at -6.96 / -6.96 eV.

```
! RIJCOSX wB97M-V def2-TZVPD def2/J DEFGRID3
* xyz 0 1
C 2.13 0.46 1.09
C 1.63 -0.05 -0.50
C 0.34 -0.53 -0.31
C 0.16 -1.99 -0.23
C -0.96 1.27 -1.15
C -0.68 0.44 0.09
N 1.54 1.14 1.87
H 1.84 1.04 -0.72
H 2.32 -0.81 -0.77
H 1.15 -2.44 -0.71
H -0.59 -2.38 -0.95
H -0.06 -2.41 0.76
H -0.91 0.75 -2.08
H -0.16 2.01 -1.23
H -1.78 1.93 -1.04
H -1.52 -0.01 0.53
H -0.46 1.07 0.95
H 0.91 1.81 2.21
*
```



Density functional theory data (ωB97M-V with the def2-TZVPD basis set) for C46H58N4O3P4Ti as an isolated structure.

As for the LUMO energy: -5.82 eV. Its frontier orbital gap is 6.710 eV. The calculation puts the HOMO energy at -12.53 eV.

```
! RIJCOSX wB97M-V def2-TZVPD def2/J DEFGRID3
* xyz 2 1
Ti -0.14 0.28 -0.07
C 0.22 3.76 -2.62
C 0.21 2.29 -2.36
O 0.12 1.92 -1.13
C 0.30 1.38 -3.39
C 0.05 0.02 -3.19
C 0.03 -0.88 -4.38
N -0.28 -0.47 -1.98
N -0.97 -1.68 -2.13
C -1.56 -1.96 -1.03
O -1.32 -1.23 0.05
C -2.50 -3.09 -0.95
C -3.43 -3.16 0.09
C -4.32 -4.21 0.16
C -4.30 -5.21 -0.81
C -3.39 -5.14 -1.86
C -2.50 -4.08 -1.93
H -0.79 4.15 -2.45
H 0.50 3.99 -3.64
H 0.89 4.28 -1.93
H 0.47 1.73 -4.39
H 0.49 -0.38 -5.23
H -0.99 -1.16 -4.62
H 0.56 -1.81 -4.16
H -3.47 -2.36 0.81
H -5.05 -4.26 0.96
H -4.99 -6.04 -0.75
H -3.38 -5.90 -2.62
H -1.79 -4.00 -2.75
C 3.20 0.97 -1.80
P 2.50 0.94 -0.12
C 3.90 0.18 0.76
C 2.60 2.72 0.35
C 1.86 3.05 1.64
P 0.13 2.41 1.67
C -0.25 2.50 3.45
C -0.86 3.81 1.06
H 3.17 -0.03 -2.23
H 4.24 1.30 -1.73
H 2.66 1.64 -2.46
H 4.05 -0.84 0.41
H 3.76 0.15 1.84
H 4.79 0.77 0.53
H 2.21 3.29 -0.48
H 3.66 2.98 0.45
H 1.83 4.13 1.81
H 2.38 2.63 2.50
H -0.05 3.51 3.82
H 0.34 1.79 4.02
H -1.31 2.28 3.63
H -0.58 4.72 1.59
H -1.92 3.62 1.26
H -0.73 3.95 0.00
C 0.47 -3.66 0.81
C -0.23 -3.02 2.03
P 0.08 -1.25 2.45
C -1.20 -1.06 3.76
C -0.88 -0.50 5.00
C -1.84 -0.40 6.00
C -3.12 -0.88 5.80
C -3.45 -1.45 4.58
C -2.50 -1.53 3.57
C 1.59 -1.29 3.48
C 2.40 -0.16 3.50
C 3.51 -0.09 4.33
C 3.82 -1.16 5.16
C 3.01 -2.29 5.15
C 1.90 -2.35 4.32
P 1.83 -2.70 0.03
C 1.92 -3.35 -1.67
C 1.06 -4.31 -2.21
C 1.24 -4.77 -3.51
C 2.28 -4.27 -4.29
C 3.14 -3.32 -3.76
C 2.96 -2.87 -2.46
C 3.33 -3.49 0.76
C 3.78 -4.72 0.28
C 4.87 -5.35 0.86
C 5.52 -4.75 1.94
C 5.08 -3.54 2.42
C 3.99 -2.91 1.83
H -0.28 -3.84 0.04
H 0.86 -4.64 1.10
H -0.03 -3.59 2.93
H -1.31 -3.09 1.87
H 0.12 -0.16 5.21
H -1.57 0.03 6.96
H -3.86 -0.82 6.59
H -4.44 -1.86 4.42
H -2.77 -2.00 2.64
H 2.16 0.67 2.85
H 4.13 0.80 4.34
H 4.68 -1.11 5.81
H 3.25 -3.13 5.79
H 1.29 -3.24 4.35
H 0.26 -4.74 -1.62
H 0.58 -5.52 -3.91
H 2.42 -4.63 -5.30
H 3.97 -2.95 -4.35
H 3.67 -2.17 -2.04
H 3.29 -5.20 -0.56
H 5.21 -6.30 0.48
H 6.38 -5.24 2.39
H 5.59 -3.06 3.25
H 3.65 -1.96 2.23
C -4.80 1.24 2.32
N -3.47 1.09 1.74
C -3.19 1.31 0.46
N -4.17 1.73 -0.35
O -2.02 1.21 -0.01
H -4.73 1.02 3.39
H -5.51 0.54 1.88
H -5.16 2.26 2.21
H -2.74 0.68 2.30
H -5.13 1.78 -0.06
H -3.95 1.86 -1.33
*
```



Density functional theory data (ωB97M-V with the def2-TZVPD basis set) for the molecule C3H8S3 at a distorted geometry.

As for the LUMO energy: 0.61 eV. Its frontier orbital gap is 9.512 eV. The SMILES is CCSC(S)S. The calculation puts the HOMO energy at -8.90 eV.

```
! RIJCOSX wB97M-V def2-TZVPD def2/J DEFGRID3
* xyz 0 1
C -0.37 0.08 -2.06
C 0.76 -0.34 -1.19
S 1.16 0.97 0.04
C 0.28 0.15 1.48
S 0.81 1.17 2.98
S -1.50 0.01 1.41
H -1.17 0.39 -1.25
H -0.11 0.96 -2.60
H -0.71 -0.81 -2.75
H 1.58 -0.39 -1.87
H 0.43 -1.16 -0.70
H 0.70 -0.86 1.58
H -0.46 1.12 3.72
H -1.40 -1.30 1.22
*
```



Calculated total energy? In order: -4669.3772 -6107.6573 -4022.1344 -3167.9042 -1947.6030 -289.8023 -4447.0120 -1313.6071 Eh.